{
  "formula": "C85H193N7O17",
  "method": "ωB97M-V with the def2-TZVPD basis set",
  "total_energy_ev": -136501.9459,
  "homo_energy_ha": -0.3046,
  "spin_multiplicity": 1,
  "elements": ["C", "C", "O", "O", "H", "H", "H", "H", "H", "H", "C", "C", "O", "O", "H", "H", "H", "H", "H", "H", "C", "C", "C", "C", "C", "C", "N", "O", "C", "C", "C", "H", "H", "H", "H", "H", "H", "H", "H", "H", "H", "H", "H", "H", "H", "H", "H", "H", "H", "H", "C", "C", "C", "C", "C", "C", "N", "O", "C", "C", "C", "H", "H", "H", "H", "H", "H", "H", "H", "H", "H", "H", "H", "H", "H", "H", "H", "H", "H", "H", "C", "C", "C", "C", "C", "C", "N", "O", "C", "C", "C", "H", "H", "H", "H", "H", "H", "H", "H", "H", "H", "H", "H", "H", "H", "H", "H", "H", "H", "H", "C", "C", "C", "C", "C", "C", "N", "O", "C", "C", "C", "H", "H", "H", "H", "H", "H", "H", "H", "H", "H", "H", "H", "H", "H", "H", "H", "H", "H", "H", "C", "C", "C", "C", "C", "C", "N", "O", "C", "C", "C", "H", "H", "H", "H", "H", "H", "H", "H", "H", "H", "H", "H", "H", "H", "H", "H", "H", "H", "H", "C", "C", "C", "C", "C", "C", "N", "O", "C", "C", "C", "H", "H", "H", "H", "H", "H", "H", "H", "H", "H", "H", "H", "H", "H", "H", "H", "H", "H", "H", "C", "C", "C", "C", "C", "C", "N", "O", "C", "C", "C", "H", "H", "H", "H", "H", "H", "H", "H", "H", "H", "H", "H", "H", "H", "H", "H", "H", "H", "H", "C", "C", "C", "O", "H", "H", "H", "H", "H", "H", "H", "H", "C", "C", "C", "O", "H", "H", "H", "H", "H", "H", "H", "H", "C", "C", "C", "O", "H", "H", "H", "H", "H", "H", "H", "H", "C", "C", "C", "O", "H", "H", "H", "H", "H", "H", "H", "H", "C", "C", "C", "O", "H", "H", "H", "H", "H", "H", "H", "H", "C", "C", "C", "O", "H", "H", "H", "H", "H", "H", "H", "H"],
  "xyz": [[-7.09500, -1.90995, 0.04961], [-7.12297, -2.61610, -1.27973], [-6.75245, -1.66717, -2.31442], [-7.96841, -0.78455, 0.11288], [-6.06609, -1.57688, 0.22672], [-7.29969, -2.61628, 0.79980], [-8.13998, -3.07372, -1.39094], [-6.37918, -3.43021, -1.23577], [-7.08533, -1.93783, -3.16613], [-7.70097, -0.10730, -0.58964], [-3.62649, 1.85113, -3.68221], [-5.00404, 1.21783, -3.61657], [-5.22279, 0.76322, -2.18308], [-2.64227, 0.89740, -3.49225], [-3.47876, 2.68357, -3.07488], [-3.55137, 2.14310, -4.73090], [-4.92091, 0.35697, -4.33625], [-5.86538, 1.78553, -3.97476], [-5.63039, -0.11630, -2.31179], [-2.60648, 0.64077, -2.58174], [4.71493, 3.11673, 3.80516], [4.68395, 1.65114, 3.43722], [3.31415, 1.20559, 3.00154], [3.23436, -0.11636, 2.27518], [4.20644, -0.08918, 1.09780], [5.67033, 0.30080, 1.51451], [5.54875, 1.50266, 2.28107], [6.77786, 2.15139, 2.36789], [6.25744, -0.91023, 2.33156], [6.55627, 0.56156, 0.32406], [5.02664, 0.91205, 4.71994], [5.64668, 3.24490, 4.44607], [3.87335, 3.39561, 4.46323], [4.81136, 3.85261, 3.03048], [2.59927, 1.18008, 3.87252], [2.97882, 1.98466, 2.36731], [2.17884, -0.23045, 1.92367], [3.48913, -0.90612, 2.97550], [4.04053, 0.68531, 0.38164], [4.25023, -1.03666, 0.61540], [7.24399, -0.65167, 2.57458], [5.75550, -1.11196, 3.27484], [6.33026, -1.83384, 1.72579], [7.66076, 0.51110, 0.66167], [6.32019, -0.19728, -0.39622], [6.33292, 1.49953, -0.16172], [6.11204, 1.12012, 4.96417], [4.72122, -0.16887, 4.64115], [4.46416, 1.29926, 5.53554], [7.30285, 1.65521, 3.01930], [4.34508, 0.04986, -3.40054], [4.85312, -1.43280, -3.74166], [3.92365, -2.03153, -4.79213], [4.15060, -1.62156, -6.23325], [5.59599, -1.85949, -6.55407], [6.56537, -1.19891, -5.58837], [6.21994, -1.57070, -4.23214], [7.10638, -0.97283, -3.33214], [8.00224, -1.76569, -5.83624], [6.68499, 0.38446, -5.80803], [4.66187, -2.15906, -2.45399], [4.40627, 0.80224, -4.22709], [4.75180, 0.47848, -2.47360], [3.27384, 0.04281, -3.33612], [4.07815, -3.12657, -4.76151], [2.81466, -1.87063, -4.59250], [3.89315, -0.53282, -6.35356], [3.53239, -2.22293, -6.94122], [5.84348, -1.47638, -7.53248], [5.79189, -2.91917, -6.50976], [8.73451, -1.10806, -5.30455], [8.04154, -2.73540, -5.30050], [8.41790, -1.78528, -6.85301], [7.38018, 0.57641, -6.59497], [5.72650, 0.83751, -6.23871], [6.93929, 0.92203, -4.92921], [5.38410, -1.84036, -1.72658], [4.73548, -3.26857, -2.51516], [3.70697, -1.92022, -1.95618], [7.31877, -1.68509, -2.71720], [0.99811, -5.01211, 0.24804], [2.45319, -5.02573, -0.25934], [3.26318, -6.07324, 0.52182], [2.96623, -7.53474, 0.07840], [3.22841, -7.61449, -1.40621], [2.37673, -6.60297, -2.17548], [2.68337, -5.25944, -1.65573], [1.99054, -4.23053, -2.32445], [2.84311, -6.53126, -3.61524], [0.82586, -6.96884, -2.17310], [2.95255, -3.59256, 0.16713], [0.44785, -4.27053, -0.35326], [0.94961, -4.70534, 1.26716], [0.57058, -5.96822, 0.09270], [4.30778, -5.84372, 0.36036], [3.16651, -5.91166, 1.58501], [1.92276, -7.83016, 0.21277], [3.63275, -8.13818, 0.70351], [2.97847, -8.59727, -1.89611], [4.26468, -7.41680, -1.67986], [3.89887, -6.42814, -3.67499], [2.59019, -7.39917, -4.19608], [2.32417, -5.74920, -4.12982], [0.32108, -7.32618, -1.22738], [0.33130, -6.00933, -2.56358], [0.62879, -7.72384, -2.94958], [2.36494, -2.74753, -0.26189], [3.94875, -3.52359, -0.26817], [3.03828, -3.49472, 1.25965], [2.65916, -3.79776, -2.86746], [-0.87318, 1.54623, 5.68935], [-1.14524, 3.01650, 5.97129], [-0.26005, 3.47940, 7.23498], [-0.20784, 5.00984, 7.33497], [0.30494, 5.64024, 6.12979], [-0.44085, 5.27752, 4.83087], [-0.59755, 3.73664, 4.83046], [-1.32495, 3.42597, 3.65055], [-1.82730, 6.00112, 4.72497], [0.33773, 5.70300, 3.61541], [-2.62976, 3.27204, 6.15938], [0.10359, 1.44089, 5.21894], [-1.53298, 1.07157, 4.97242], [-0.90368, 1.01174, 6.64136], [-0.73667, 2.99537, 8.09295], [0.75248, 3.00704, 7.16049], [0.40150, 5.31192, 8.13213], [-1.24704, 5.30676, 7.55219], [1.34973, 5.40441, 6.01114], [0.18783, 6.76460, 6.20469], [-2.36743, 5.79298, 5.69020], [-1.61430, 7.07318, 4.52060], [-2.34424, 5.46633, 3.93008], [-0.22382, 5.34313, 2.75587], [0.66049, 6.71857, 3.65530], [1.26859, 5.11197, 3.53529], [-3.06594, 3.36887, 5.17162], [-2.89485, 4.17642, 6.70840], [-3.11688, 2.37062, 6.57008], [-0.68082, 3.11240, 2.98968], [-3.09379, -5.03039, 3.44997], [-4.45114, -5.78483, 3.46795], [-4.67765, -6.46483, 4.80578], [-6.12107, -6.99029, 5.06909], [-7.05213, -5.79506, 5.13886], [-7.02280, -4.95373, 3.81399], [-5.56532, -4.65567, 3.44194], [-5.51942, -4.06514, 2.16117], [-7.74295, -5.76212, 2.69109], [-7.70415, -3.61174, 4.00122], [-4.64060, -6.71777, 2.32646], [-3.13184, -4.12409, 4.04183], [-2.83278, -4.62755, 2.45698], [-2.23545, -5.65971, 3.74401], [-4.02341, -7.35076, 4.84587], [-4.41059, -5.81009, 5.62748], [-6.28049, -7.54218, 5.98949], [-6.44496, -7.72239, 4.26929], [-6.84932, -5.14221, 5.91801], [-8.05245, -6.11937, 5.18070], [-7.08524, -5.74161, 1.80880], [-8.02997, -6.79472, 2.87620], [-8.67384, -5.25672, 2.36417], [-6.98214, -3.00686, 4.55882], [-7.81263, -3.24101, 2.97074], [-8.68384, -3.61025, 4.49963], [-5.65499, -7.08299, 2.30821], [-3.88697, -7.48150, 2.40226], [-4.38085, -6.08856, 1.41259], [-5.21684, -3.12495, 2.34967], [6.16984, 3.42897, -2.33367], [5.06361, 4.41534, -2.21568], [4.20132, 4.31887, -3.47520], [2.69675, 4.81957, -3.32273], [2.06192, 4.16710, -2.14477], [2.85546, 4.49482, -0.80639], [4.23767, 3.94763, -1.05167], [4.95907, 4.20712, 0.20779], [2.73012, 5.96983, -0.48577], [2.30499, 3.69180, 0.38079], [5.64420, 5.78545, -2.05192], [6.74445, 3.49884, -3.30652], [5.91374, 2.39086, -2.31127], [6.85472, 3.57513, -1.49520], [4.63635, 4.87084, -4.31562], [4.02697, 3.27846, -3.77935], [2.17109, 4.55312, -4.22748], [2.68006, 5.90695, -3.28462], [1.92688, 3.07119, -2.23310], [1.04157, 4.59479, -1.96694], [2.54230, 6.56066, -1.40942], [1.88433, 6.17710, 0.16363], [3.64354, 6.44855, -0.06338], [2.87892, 3.97923, 1.26215], [1.28220, 3.92984, 0.49107], [2.45465, 2.62092, 0.20788], [6.34472, 5.85570, -2.89148], [6.26168, 5.78113, -1.14368], [4.92387, 6.62090, -2.16360], [5.32905, 3.32808, 0.46340], [-0.55747, 0.60138, 1.20427], [-0.88999, 0.82231, -0.27837], [0.26112, 0.52115, -1.33478], [0.57706, -0.99908, -1.38370], [-0.71757, -1.72821, -1.85001], [-1.76003, -1.50884, -0.75321], [-1.99966, -0.03030, -0.74771], [-3.17459, 0.09260, 0.13209], [-3.08180, -1.98872, -1.42596], [-1.57271, -2.26151, 0.54481], [-1.40202, 2.24773, -0.46725], [-1.46359, 0.71757, 1.79714], [0.15333, 1.26990, 1.63238], [-0.17148, -0.36111, 1.41604], [-0.10809, 0.96281, -2.27505], [1.08040, 1.11188, -0.99223], [0.82404, -1.32819, -0.36493], [1.44089, -1.20015, -2.10601], [-0.54058, -2.80335, -2.06422], [-1.07973, -1.30596, -2.74948], [-3.98441, -1.85695, -0.84812], [-3.13770, -1.45451, -2.35957], [-2.92779, -2.98560, -1.61969], [-1.96377, -1.73068, 1.40892], [-2.01972, -3.28241, 0.42325], [-0.43306, -2.39012, 0.75044], [-2.29921, 2.40859, 0.06098], [-1.53801, 2.37924, -1.53963], [-0.70118, 2.92958, -0.03566], [-3.80802, 0.68094, -0.36811], [0.31160, -2.30807, 5.25800], [1.79247, -2.30352, 5.37112], [2.46747, -3.36061, 4.53469], [2.42578, -1.02128, 5.23416], [-0.05372, -1.89753, 4.28720], [-0.11816, -1.80609, 6.12831], [-0.16497, -3.30752, 5.32657], [1.96811, -2.52899, 6.44009], [2.18551, -3.12812, 3.47215], [2.14450, -4.38330, 4.76425], [3.52715, -3.33512, 4.67460], [1.73306, -0.35552, 5.24738], [-1.25087, 6.17543, -0.91639], [-2.00281, 7.13788, -1.81576], [-1.77607, 6.75329, -3.23517], [-3.40117, 7.19970, -1.61730], [-1.31186, 6.26687, 0.15579], [-0.20015, 6.19609, -1.26305], [-1.62874, 5.16839, -1.17953], [-1.68121, 8.13809, -1.54910], [-2.34211, 5.81135, -3.52234], [-0.71079, 6.50441, -3.37830], [-2.15329, 7.49419, -3.98455], [-3.65811, 6.36616, -1.22085], [-6.86797, 3.97339, -0.28674], [-6.01856, 5.19838, -0.74886], [-6.21551, 6.50340, -0.08407], [-4.60128, 4.86805, -0.57277], [-6.84407, 3.71233, 0.73460], [-6.43945, 3.19170, -0.87931], [-7.92970, 4.21718, -0.59257], [-6.13746, 5.29274, -1.81476], [-7.21965, 6.97199, -0.24314], [-5.43388, 7.18440, -0.26283], [-6.13808, 6.34032, 0.97441], [-4.38282, 3.96171, -0.80261], [-6.32336, 1.01065, 2.86321], [-5.19018, 0.05741, 2.40998], [-3.89847, 0.37774, 3.02977], [-5.47202, -1.31309, 2.86040], [-7.31190, 0.61275, 2.49992], [-6.09708, 1.96862, 2.39794], [-6.44568, 1.08269, 3.94326], [-5.14702, 0.09814, 1.35539], [-3.94656, 0.18761, 4.10600], [-3.69912, 1.44841, 2.92152], [-3.13603, -0.19180, 2.55153], [-6.38774, -1.40233, 3.12275], [-2.32159, -1.86626, -5.40106], [-0.76660, -2.21634, -5.45394], [-0.46788, -3.75167, -5.37812], [-0.24127, -1.82081, -6.76775], [-2.81648, -2.66905, -5.90090], [-2.51217, -0.90640, -5.85205], [-2.78542, -1.84047, -4.35629], [-0.25592, -1.63460, -4.68084], [0.47058, -3.86654, -5.79279], [-1.12681, -4.35961, -6.04937], [-0.58437, -4.06513, -4.31006], [-0.53533, -0.89988, -6.89266], [-0.53706, 3.45257, -5.58207], [-0.40651, 2.07077, -6.19476], [0.95807, 1.49099, -5.66984], [-1.54049, 1.29737, -5.86876], [-1.33598, 3.99078, -6.08289], [0.40339, 3.96895, -5.56547], [-0.78835, 3.25874, -4.48172], [-0.39865, 2.15816, -7.30347], [1.73693, 2.19280, -5.92406], [1.20441, 0.53911, -6.10751], [1.05619, 1.30999, -4.62429], [-1.52152, 1.17774, -4.91728]],
  "forces_ev_per_a": [[1.09, 1.65, -1.48], [-0.30, -0.45, -0.04], [-0.26, -0.26, 0.78], [0.28, 0.90, -1.04], [0.06, 0.00, 0.05], [-0.69, -0.74, 1.15], [0.73, 0.58, -0.50], [-0.24, 0.19, -0.13], [-0.19, -0.28, -0.26], [-0.37, -1.61, 1.37], [-1.59, -0.88, -2.20], [0.32, -1.33, 1.36], [-0.03, 0.09, -2.45], [0.74, -0.25, -0.86], [0.02, 1.63, 1.28], [0.27, 0.45, 0.00], [-0.19, 0.29, 1.01], [0.26, 0.50, 0.35], [0.06, 0.20, 0.59], [0.23, -0.58, 1.57], [1.03, 0.72, 2.14], [-0.17, 0.14, 0.39], [-1.36, -0.02, 0.94], [-0.07, 0.58, -0.66], [1.38, 0.57, 0.74], [-1.26, -2.26, 1.30], [-0.27, 0.68, -0.83], [0.56, 0.11, 0.94], [-0.73, 0.05, -0.83], [1.39, -0.39, 0.67], [1.56, -1.45, -0.47], [-1.06, 0.16, -0.69], [0.15, -0.25, -0.31], [-0.18, 0.02, -0.80], [0.83, 0.19, -0.59], [-0.69, 0.72, -0.87], [0.79, -0.27, 0.23], [-0.17, -0.34, -0.15], [-1.12, 0.52, -0.72], [-0.01, -0.81, -0.60], [1.72, 0.25, 0.53], [-0.24, -0.09, -0.28], [-0.25, 0.44, 0.19], [-1.75, 0.17, -0.94], [0.32, -0.64, -0.55], [0.09, 0.43, 0.04], [-0.96, -0.80, -0.10], [0.84, 1.02, 0.33], [-0.56, 0.52, 0.62], [0.14, 0.15, -0.05], [0.54, 0.40, -1.33], [-1.38, 2.28, -0.63], [-1.73, -1.07, -0.37], [-0.34, 0.91, -0.24], [0.41, 0.56, 0.13], [1.45, 1.62, -0.59], [-0.76, -0.99, 0.18], [0.40, 0.45, 0.63], [0.59, 0.50, 1.53], [-2.61, -0.98, -1.34], [-0.35, -1.29, 1.01], [0.84, -0.63, 0.47], [0.04, -0.24, -0.36], [-0.77, -0.51, 0.64], [-0.08, 0.17, 0.07], [1.30, -0.06, 0.37], [0.12, -0.92, -0.07], [0.15, 0.56, 0.66], [0.12, -0.10, -0.50], [0.11, -0.55, -0.19], [-0.60, -0.47, -0.17], [0.17, 0.22, -0.75], [-0.85, -0.26, 0.02], [0.85, 0.06, -0.38], [0.92, -0.65, 0.84], [0.35, 0.29, 0.83], [0.57, 0.16, 0.43], [0.05, 0.56, -0.21], [0.14, -0.05, -0.55], [0.20, 0.09, -0.12], [0.18, 0.43, -1.88], [-0.21, 1.19, 2.77], [-0.37, -0.11, -0.58], [0.53, 0.92, 0.36], [-0.26, -0.77, -1.20], [-1.15, -0.04, -0.11], [0.41, 0.29, 0.55], [-0.63, 0.03, -0.73], [-0.83, -0.66, -0.20], [-0.28, 1.18, -0.61], [0.60, -0.46, -0.98], [-0.01, -0.33, 0.21], [0.06, 0.08, 0.85], [-0.77, -0.76, 0.28], [0.54, -0.20, -0.40], [-0.57, -0.11, 0.44], [0.12, 0.09, 0.54], [-0.29, -0.43, -0.38], [0.21, 0.60, 0.81], [0.21, 0.05, 0.29], [0.97, 0.44, 0.00], [-0.15, -0.82, 0.00], [-0.07, 0.76, -0.26], [0.87, 0.55, -1.02], [0.32, -1.37, 0.79], [0.19, 0.10, 0.28], [0.20, -0.88, 0.42], [0.30, 0.32, 0.21], [-0.18, -0.11, -0.34], [0.04, 0.00, 0.00], [0.23, -0.26, 0.27], [1.09, 0.81, 0.56], [-0.27, -0.95, -1.29], [-2.00, -1.85, 0.61], [-0.44, 2.05, -2.13], [-1.00, -0.88, 1.12], [1.54, 2.20, -1.15], [-0.30, -0.57, -0.49], [0.85, -0.96, 1.36], [1.04, -2.45, -0.14], [-0.65, -0.74, -0.03], [0.36, 0.09, 0.30], [-0.60, 0.14, 0.05], [0.00, -0.26, -0.14], [0.01, 0.32, 0.14], [-0.65, 0.50, -0.19], [0.70, 0.33, 1.51], [0.36, 0.30, 0.03], [0.56, -0.03, -0.15], [0.45, -1.03, 0.05], [0.28, 0.88, -1.06], [-0.63, -0.70, 0.17], [-0.27, 0.56, -0.15], [-0.13, 0.96, -0.41], [-0.36, 0.89, -0.29], [-0.09, 0.12, 0.29], [-0.13, 0.09, -0.24], [0.10, -0.31, 0.24], [0.13, 0.52, 0.31], [-0.15, 0.08, 0.65], [0.02, -0.15, -0.79], [-1.98, 2.32, 1.19], [-0.23, -1.73, 0.66], [-0.08, 0.25, -1.07], [0.50, -0.11, -3.25], [0.76, -1.88, -0.12], [0.61, -0.82, 0.98], [0.29, 1.50, -0.03], [-0.12, 0.92, -1.01], [0.60, 0.23, -0.53], [1.05, 1.43, -1.56], [-0.13, -0.09, 0.64], [-0.35, -0.46, 0.02], [-0.49, 0.09, 0.11], [0.17, 0.35, 0.08], [0.16, 0.24, 0.13], [0.73, -0.16, 0.32], [0.33, 0.91, 0.62], [0.59, 1.04, 1.83], [-1.44, -0.39, 0.49], [-0.41, -0.08, 0.16], [0.28, -0.09, 0.43], [0.36, -0.15, 0.29], [-0.33, 0.27, 0.02], [-0.17, 0.47, 0.45], [0.33, -0.34, -0.17], [0.05, -0.41, -0.27], [0.12, -0.71, -0.11], [-0.72, -1.11, 0.76], [-0.51, -1.21, -0.31], [2.28, -0.30, -0.83], [-1.85, -0.41, 0.27], [-2.36, 0.14, -0.28], [1.93, -0.18, -0.46], [-0.96, 0.45, 2.25], [0.35, -1.32, -1.20], [-0.36, 0.28, 1.13], [0.39, -0.78, -0.97], [0.77, 1.63, -0.81], [1.45, -0.12, -0.70], [0.68, 0.55, -0.55], [-0.48, 0.45, 1.02], [-0.87, -0.57, 0.14], [0.30, 0.04, -0.17], [0.27, -0.22, 0.21], [0.67, -0.04, 0.09], [-0.16, -0.11, -0.40], [-0.13, 0.10, 0.24], [0.33, 0.44, -0.14], [0.56, -0.43, -0.25], [0.05, -0.31, 0.50], [-0.04, -0.10, 0.23], [-0.60, -0.70, 0.05], [-0.26, -0.05, 0.09], [-1.30, 0.16, 0.32], [-0.13, 0.08, 0.02], [0.05, 0.40, 0.07], [-0.49, 0.53, -0.08], [0.40, -0.51, 0.47], [-0.52, 0.75, -0.15], [-0.69, 0.10, -0.32], [-0.19, -0.11, -0.30], [-1.37, -0.34, 1.29], [0.07, 0.48, -1.60], [1.84, -0.58, 1.87], [-2.39, 0.35, -2.06], [-0.68, -0.70, 1.09], [0.18, 1.53, -0.81], [0.64, 1.42, 0.64], [2.36, -0.74, 0.27], [1.10, -0.80, -0.63], [-0.10, 0.01, -0.09], [0.77, 0.97, -0.11], [0.37, -1.10, 0.07], [0.29, -0.51, 0.03], [0.98, 0.35, 0.07], [0.29, 0.02, -0.42], [-0.99, 0.20, 1.10], [-0.05, 0.44, 0.40], [-0.34, 0.61, -0.95], [-0.04, 0.07, 0.23], [-0.47, 0.14, -0.33], [0.03, -2.61, -0.66], [-0.39, -0.19, -0.07], [0.39, 0.90, 0.38], [-1.90, -0.04, -0.18], [-1.29, 0.04, 0.58], [-0.04, 0.55, 0.00], [0.66, 0.70, -0.15], [0.91, -1.00, 0.34], [-1.71, 0.00, -0.67], [0.84, -0.81, 2.30], [-0.82, 0.44, -1.35], [-0.46, -0.35, -0.70], [0.18, 0.07, 0.66], [-0.14, 0.54, -0.37], [0.76, 0.20, -0.13], [0.14, -0.41, -0.25], [0.56, -0.43, 0.64], [-0.22, 0.36, 0.10], [0.77, 0.16, -0.15], [-0.05, 0.14, 0.00], [0.16, -1.24, -1.15], [-0.52, 0.51, 0.77], [0.05, -0.81, -2.00], [-0.20, 0.17, 0.48], [-0.15, 0.51, 0.31], [-0.37, 0.01, 0.54], [0.23, 0.12, 0.25], [0.48, 0.39, -0.49], [0.54, 0.85, 0.74], [-0.28, 0.38, -0.40], [0.60, -0.33, 0.76], [-0.45, -0.56, 0.16], [-0.78, 2.36, -2.01], [0.80, -1.83, 0.09], [-1.76, 0.14, 1.22], [-0.01, 0.59, 0.49], [0.25, 0.06, 1.29], [-0.34, -1.00, -0.33], [1.02, -0.70, 0.30], [-0.39, 0.06, -0.60], [0.87, -0.47, -0.22], [0.81, 0.96, -0.86], [-0.14, -0.17, 0.83], [-0.39, -0.13, -0.15], [-0.54, -1.24, -0.77], [-2.10, -0.60, 2.25], [0.36, 1.24, 0.80], [0.36, 0.37, -0.60], [0.89, 0.54, -0.05], [-0.35, 0.22, 0.23], [0.48, 0.16, 0.10], [0.05, -0.24, -1.23], [0.07, -0.16, -0.13], [0.30, -0.05, -0.17], [0.72, -0.38, -0.05], [-0.36, 0.11, -0.06], [1.06, -0.63, 1.79], [-1.37, -0.35, -1.27], [-2.73, 1.23, 1.07], [-0.62, 0.40, 1.01], [-0.55, -0.35, -0.70], [-0.05, 0.24, -0.24], [1.00, -0.03, -1.22], [0.26, -0.27, 0.00], [2.35, -0.47, -0.24], [0.11, 0.73, 0.70], [0.40, -0.11, -0.97], [0.15, -0.39, -0.02], [-0.86, -0.89, 1.52], [1.31, 0.21, 0.22], [-0.80, -0.05, -1.40], [0.52, -0.25, -0.85], [-0.01, 0.38, 0.25], [0.31, 0.55, -0.33], [0.07, 0.55, -1.27], [0.21, -0.24, 0.63], [0.37, 0.21, -0.22], [0.06, -0.46, -0.53], [-0.58, 0.22, 1.17], [-0.33, -0.29, 0.60]]
}